1.
{"formula": "C3H14NO3", "method": "ωB97M-V/def2-TZVPD", "orbital_gap_ev": [2.98, 11.59], "spin_multiplicity": 2, "lumo_ev": [0.37, 0.23], "total_energy_ev": -10966.7888, "s2": 0.750, "e_above_lowest_kcal_mol": 44.1, "elements": ["O", "C", "C", "N", "C", "H", "H", "H", "H", "H", "H", "H", "H", "H", "H", "H", "H", "O", "H", "H", "O"], "xyz": [[-0.326950, -2.210894, 0.831708], [-1.574002, -1.746438, 0.247062], [-1.094125, -0.850550, -0.875936], [-0.101374, 0.124210, -0.304946], [1.103262, 0.401955, -1.143358], [-0.485033, -3.033481, 1.298496], [-2.190839, -2.606013, -0.017785], [-2.090033, -1.240255, 1.051818], [-1.912722, -0.221472, -1.224652], [-0.741188, -1.460900, -1.726191], [0.286798, -0.286283, 0.578531], [-0.567162, 1.024676, -0.216405], [1.518230, -0.543321, -1.518011], [1.725761, 0.979030, -0.458195], [0.867797, 0.876914, -2.092020], [-0.460682, 3.634931, -0.055500], [0.755770, 2.959031, -0.809573], [0.036579, 2.810045, -0.155172], [2.219921, -0.162333, 2.259379], [1.652378, 1.236349, 2.080444], [1.377614, 0.314809, 2.250301]], "forces_ev_per_a": [[-0.3212, -0.2638, -0.3178], [1.3288, -0.5827, 0.9664], [-1.0399, 0.1181, -0.1086], [0.5760, -2.0879, -1.0814], [-0.1080, -0.9995, -0.3330], [0.0586, -0.0656, 0.1853], [0.0327, 0.2263, -0.6384], [-0.3821, 0.6251, -0.0971], [-0.1441, -0.1163, -0.2857], [0.3527, 0.5595, 0.5783], [-0.4945, 0.8273, -0.1800], [-0.0173, 0.8152, 0.7917], [0.2533, 0.0139, 0.8724], [0.4960, -0.0072, -0.6657], [-0.3912, 0.7725, 0.3596], [0.0878, 0.1984, -0.1661], [-0.2466, 0.4738, 0.1278], [0.0446, -0.5227, 0.1356], [-0.1414, -0.0543, 0.0770], [-0.2776, -0.1503, 0.0739], [0.3332, 0.2202, -0.2943]]}

---

2.
{"formula": "C9H6Cl2FNO2", "method": "ωB97M-V/def2-TZVPD", "orbital_gap_ev": [6.55, 6.55], "spin_multiplicity": 1, "lumo_ev": [-1.33, -1.33], "total_energy_ev": -42773.7320, "elements": ["C", "C", "C", "C", "C", "C", "C", "C", "C", "N", "O", "O", "F", "Cl", "Cl", "H", "H", "H", "H", "H", "H"], "xyz": [[-0.993620, 1.195327, -1.696283], [-2.048719, 1.996473, -1.371271], [-1.716663, 1.525748, 0.972967], [-0.611194, 0.680320, 0.667010], [-0.237178, 0.518589, -0.706926], [-2.398004, 2.156642, -0.018425], [0.135028, -0.004928, 1.620943], [2.064105, -1.368041, 0.642330], [1.759050, -1.037637, -0.602637], [0.779314, -0.236378, -1.156830], [2.627717, -1.904521, 1.543002], [2.552317, -1.541094, -1.642081], [-3.434859, 2.966805, 0.278191], [-0.235464, 0.088173, 3.248161], [1.132408, -4.478429, 2.333089], [-0.719311, 1.067315, -2.734606], [-2.613514, 2.517401, -2.125887], [-1.999255, 1.658401, 2.006209], [0.894002, -0.247107, -2.167033], [1.848571, -3.407767, 2.202593], [3.215268, -2.145293, -1.292517]], "forces_ev_per_a": [[-0.2851, 0.2294, -0.2181], [0.3474, -0.2336, 0.1068], [-0.4320, 0.3684, -0.3961], [-0.0026, 0.0030, 0.0761], [0.0672, -0.1395, 0.4899], [0.1665, -0.1670, 0.6584], [1.6507, -1.1091, -1.6044], [-1.1767, 0.6271, 1.6704], [0.5037, -0.3867, 0.0547], [-0.0699, 0.1285, -0.6005], [0.0091, 0.4039, -0.7232], [-0.2152, 0.1860, 0.0649], [0.0293, -0.0391, -0.0960], [-0.2163, 0.1381, 0.3914], [-0.0732, -0.1365, 0.0603], [0.0042, 0.0150, -0.0690], [-0.0789, 0.0492, -0.1425], [-0.0574, 0.0394, 0.0397], [-0.0924, 0.0592, 0.2564], [-0.0404, -0.0190, -0.0430], [-0.0378, -0.0168, 0.0237]]}

---

3.
{"formula": "C21H21N3O4S", "method": "ωB97M-V/def2-TZVPD", "orbital_gap_ev": 8.55, "spin_multiplicity": 1, "lumo_ev": 0.36, "total_energy_ev": -45613.9679, "e_above_lowest_kcal_mol": 21.4, "smiles": "COc1ccccc1-n1c(SCC(=O)N2CCOCC2)nc2ccccc2c1=O", "elements": ["C", "H", "O", "C", "C", "C", "C", "C", "C", "N", "C", "N", "C", "C", "C", "C", "C", "C", "C", "O", "H", "H", "H", "H", "S", "C", "C", "O", "N", "C", "H", "C", "H", "O", "C", "H", "C", "H", "H", "H", "H", "H", "H", "H", "H", "H", "H", "H", "H", "H"], "xyz": [[-0.347889, -3.196843, -2.810591], [0.332425, -3.037603, -3.645164], [0.177983, -2.440584, -1.746614], [-0.497337, -2.420188, -0.566414], [-1.654487, -3.133710, -0.283075], [-2.244755, -3.036999, 0.967056], [-1.696913, -2.233884, 1.949312], [-0.549394, -1.507500, 1.677002], [0.040216, -1.590198, 0.428717], [1.213219, -0.836943, 0.147926], [1.234999, 0.094045, -0.844934], [2.223831, 0.846168, -1.140975], [3.371848, 0.735165, -0.407131], [4.456071, 1.568488, -0.699021], [5.619253, 1.453310, 0.026462], [5.731479, 0.513133, 1.050753], [4.672282, -0.312915, 1.350199], [3.482652, -0.210909, 0.626342], [2.352668, -1.074945, 0.942211], [2.335171, -1.929870, 1.800221], [4.729711, -1.048027, 2.138803], [6.652241, 0.436525, 1.609110], [6.456420, 2.098082, -0.197784], [4.352483, 2.290872, -1.492813], [-0.238536, 0.307180, -1.804537], [-0.267560, 2.134854, -1.796859], [-0.710337, 2.586022, -0.417669], [0.092269, 3.051226, 0.369463], [-2.015056, 2.426014, -0.102202], [-3.044055, 1.773701, -0.880004], [-2.688171, 1.498404, -1.869223], [-3.509018, 0.510799, -0.138837], [-4.355664, 0.055907, -0.654999], [-3.956527, 0.815025, 1.160093], [-2.938306, 1.435067, 1.915141], [-3.368669, 1.643534, 2.895446], [-2.464891, 2.727439, 1.244340], [-1.631969, 3.168543, 1.792310], [-3.293956, 3.440885, 1.189174], [-2.086583, 0.747951, 2.025189], [-2.678093, -0.209278, -0.096972], [-3.890904, 2.464103, -0.977026], [-0.926657, 2.459720, -2.597960], [0.753393, 2.469971, -1.973133], [-0.098943, -0.878058, 2.429278], [-2.159516, -2.166211, 2.921010], [-3.142377, -3.600915, 1.169530], [-2.097025, -3.773483, -1.029383], [-1.347995, -2.850418, -3.086891], [-0.379027, -4.262672, -2.564878]], "forces_ev_per_a": [[-0.0791, -0.1430, -0.2424], [-0.0769, -0.0434, 0.0245], [0.0712, 0.0019, 0.5015], [0.1607, 0.0349, 0.3546], [0.0799, -0.0466, -0.2937], [0.0200, 0.0415, 0.0721], [-0.0279, 0.0160, 0.0517], [-0.0070, -0.0784, -0.2394], [-0.3318, -0.3062, -0.0598], [0.1502, -0.2258, 0.3012], [0.0999, 0.7101, -0.6244], [-0.2674, 0.0242, -0.3458], [0.2651, -0.3737, 0.5903], [0.0668, -0.0476, 0.0922], [-0.0750, 0.0619, -0.1057], [0.0055, -0.1297, 0.1373], [-0.0366, -0.0323, 0.0078], [0.2522, 0.3644, -0.2323], [0.0674, -0.1613, 0.0660], [0.0841, 0.0148, 0.0579], [0.0230, -0.0512, 0.0638], [0.0630, -0.0163, 0.0506], [0.0588, 0.0560, -0.0261], [-0.0329, 0.0693, -0.0876], [-0.2999, 0.3577, -0.4077], [0.2282, -0.3445, 0.2414], [0.1070, 0.1347, -0.3547], [0.3316, 0.0757, 0.1321], [-0.3540, 0.1320, 0.2030], [-0.2090, -0.4066, 0.0758], [-0.0548, 0.0755, -0.0094], [0.0812, 0.0348, -0.3722], [0.0575, -0.0064, -0.0441], [-0.2027, 0.0083, 0.0904], [0.1543, 0.3418, 0.0531], [0.0856, -0.0004, -0.0086], [0.0306, -0.1915, 0.3704], [-0.1313, -0.0172, -0.0412], [0.0283, -0.0199, 0.0395], [-0.0546, 0.0823, 0.0136], [-0.0639, 0.0626, -0.0183], [0.0415, -0.0730, -0.0976], [-0.0151, -0.0503, -0.0392], [-0.1782, 0.0824, 0.0027], [0.0563, 0.0484, 0.0365], [-0.0507, 0.0043, 0.0956], [-0.0834, -0.0557, 0.0115], [-0.0267, -0.0528, -0.0980], [0.0096, -0.0203, 0.0149], [-0.0205, 0.0582, -0.0036]]}